No. 1
Entry from the Open Molecules 2025 dataset: one molecule with the formula C2H4N4 at a distorted geometry (ωB97M-V/def2-TZVPD).

For the relative energy (zero: lowest compared OMol25 entry of this formula, charge and spin), the calculation gives 15.8 kcal per mole. The calculation puts the gap between HOMO and LUMO at 9.6 eV. The calculation puts the HOMO energy at -0.3152 Ha. Its total charge is 0. The structure (SMILES) is Nc1nc[nH]n1. The spin multiplicity is 1.

XYZ file:
```
10
Properties=species:S:1:pos:R:3:mulliken_charge:R:1
N 1.95298 -0.00797 -0.36685 -0.46
C 0.63228 0.10182 -0.05107 0.41
N -0.02639 -1.05272 0.02132 -0.69
N -1.31469 -0.63313 0.02804 0.14
C -1.33946 0.70561 0.10825 -0.05
N -0.12739 1.21674 0.05663 -0.57
H 2.56402 0.72122 0.01367 0.27
H 1.96228 -1.08311 -0.18634 0.33
H -2.07248 -1.27914 0.19779 0.24
H -2.25560 1.26971 0.18442 0.39
```

No. 2
Entry from the Open Molecules 2025 dataset: one molecule with the formula C2H4N4 at a distorted geometry (ωB97M-V/def2-TZVPD).

For the relative energy (zero: lowest compared OMol25 entry of this formula, charge and spin), the calculation gives 162.3 kcal per mole. The calculation puts the gap between HOMO and LUMO (alpha / beta) at 8.1 / 8.4 eV. The calculation puts the HOMO energy (alpha / beta) at -0.3153 / -0.3208 Ha. Its total charge is 0. The structure (SMILES) is C/N=C/N1N=N1. The spin multiplicity is 1.

XYZ file:
```
10
Properties=species:S:1:pos:R:3:mulliken_charge:R:1
C 1.73801 0.25093 0.41355 0.09
C -0.45262 -0.50270 -0.06759 -0.81
N 4.23246 0.62941 0.33183 -0.81
N 3.14554 0.06555 0.13303 1.19
N 3.73434 -0.74798 -0.63641 -0.56
N 0.94902 -0.57343 -0.12273 -0.38
H 1.42278 1.12875 1.10904 0.32
H -0.85085 -0.83936 0.84011 0.32
H -0.71880 0.50816 -0.19581 0.36
H -0.83214 -1.07331 -0.88415 0.27
```

No. 3
Entry from the Open Molecules 2025 dataset: one molecule with the formula C2H4N4 at a distorted geometry (ωB97M-V/def2-TZVPD).

For the relative energy (zero: lowest compared OMol25 entry of this formula, charge and spin), the calculation gives 125.9 kcal per mole. The calculation puts the gap between HOMO and LUMO (alpha / beta) at 8.3 / 8.3 eV. The calculation puts the HOMO energy (alpha / beta) at -0.3248 / -0.3246 Ha. Its total charge is 0. The spin multiplicity is 1.

XYZ file:
```
10
Properties=species:S:1:pos:R:3:mulliken_charge:R:1
C 0.88026 0.76278 0.55503 -0.37
C 0.38735 -0.10620 -0.57909 0.09
N -1.71723 -0.63549 0.22795 0.09
N -1.94097 0.49841 0.38824 -0.26
N -0.54091 -1.07183 -0.12486 -0.08
N 0.03892 1.24015 -0.51148 -0.53
H 0.48370 0.58659 1.53662 0.20
H 1.88756 1.18638 0.57773 0.26
H 0.94756 -0.49390 -1.42782 0.29
H -0.42626 -1.96690 -0.64231 0.31
```

No. 4
Entry from the Open Molecules 2025 dataset: a 2-piece molecular cluster, C2H4N4 overall at a distorted geometry (ωB97M-V/def2-TZVPD).

For the relative energy (zero: lowest compared OMol25 entry of this formula, charge and spin), the calculation gives 91.2 kcal per mole. The calculation puts the gap between HOMO and LUMO at 10.1 eV. The calculation puts the HOMO energy at -0.3382 Ha. Its total charge is 0. The spin multiplicity is 1.

XYZ file:
```
10
Properties=species:S:1:pos:R:3:mulliken_charge:R:1
N 0.01392 0.23984 1.84582 -0.51
C 0.72059 -0.41191 0.89249 0.35
C 1.37873 -0.99625 0.06268 -0.81
N -0.88967 -0.04802 -2.18254 -0.72
N -0.98573 0.87924 -1.37679 0.91
N -1.16539 1.76527 -0.69367 -0.52
H -0.53791 -0.36125 2.44456 0.25
H -0.50434 1.04384 1.50932 0.28
H 2.04894 -1.50335 -0.59699 0.45
H -0.07915 -0.60741 -1.90489 0.31
```

No. 5
Entry from the Open Molecules 2025 dataset: one molecule with the formula C2H4N4 (ωB97M-V/def2-TZVPD).

For the relative energy (zero: lowest compared OMol25 entry of this formula, charge and spin), the calculation gives 72.9 kcal per mole. The calculation puts the gap between HOMO and LUMO at 9.9 eV. The calculation puts the HOMO energy at -0.3403 Ha. Its total charge is 0. The structure (SMILES) is [H]/N=C/N1N=C1N. The spin multiplicity is 1.

XYZ file:
```
10
Properties=species:S:1:pos:R:3:mulliken_charge:R:1
N -0.21702 -0.80708 1.74255 -0.41
C -0.62830 -0.70340 0.46663 0.57
N -1.56929 -0.50420 -0.33156 -0.43
N -0.07544 1.62208 -1.33843 -0.54
C 0.57313 0.55583 -1.15058 0.05
N -0.02752 -0.68326 -0.78547 -0.34
H 0.66087 -1.28269 1.89722 0.26
H -0.92848 -0.97605 2.43810 0.26
H 0.55866 2.35780 -1.64874 0.25
H 1.65339 0.42097 -1.28972 0.34
```

No. 6
Entry from the Open Molecules 2025 dataset: a 2-piece molecular cluster, C2H4N4 overall at a distorted geometry (ωB97M-V/def2-TZVPD).

For the relative energy (zero: lowest compared OMol25 entry of this formula, charge and spin), the calculation gives 59.9 kcal per mole. The calculation puts the gap between HOMO and LUMO (alpha / beta) at 6.6 / 6.5 eV. The calculation puts the HOMO energy (alpha / beta) at -0.2037 / -0.3565 Ha. Its total charge is 0. Its expectation value of S² is 2.01. The spin multiplicity is 3.

XYZ file:
```
10
Properties=species:S:1:pos:R:3:lowdin_spin:R:1
C -2.91692 0.13238 -0.28204 0.67
C -0.23054 0.17526 0.21100 0.04
N -3.52789 -0.91283 0.30569 0.31
N -2.16083 1.03426 -0.30621 0.79
N 0.08779 1.33005 -0.16338 0.01
N -0.39682 -0.95777 0.26106 0.14
H -0.70222 1.89152 -0.19385 0.00
H 1.00092 1.59981 -0.31591 0.00
H -3.96171 -1.59356 -0.41946 0.02
H -2.89008 -1.14050 0.95693 0.03
```

No. 7
Entry from the Open Molecules 2025 dataset: one molecule with the formula C2H4N4O at a distorted geometry (ωB97M-V/def2-TZVPD).

For the relative energy (zero: lowest compared OMol25 entry of this formula, charge and spin), the calculation gives 58.8 kcal per mole. The calculation puts the gap between HOMO and LUMO at 9.9 eV. The calculation puts the HOMO energy at -0.3583 Ha. Its total charge is 0. The structure (SMILES) is Cn1[nH]nnc1=O. The spin multiplicity is 1.

XYZ file:
```
11
Properties=species:S:1:pos:R:3:mulliken_charge:R:1
C -1.34076 -0.42587 0.13081 -0.75
C 0.39399 1.23988 -0.09936 0.51
H -1.44304 -0.68576 1.18444 0.31
H -2.00445 0.38812 -0.23573 0.33
H -1.58904 -1.37085 -0.43178 0.25
H 1.22152 -1.67454 -0.55140 0.29
N -0.02370 -0.05612 -0.23820 0.17
N 1.12028 -0.83697 0.06928 -0.11
N 2.20058 0.02361 0.10284 -0.26
N 1.80096 1.19791 0.04068 -0.19
O -0.33633 2.20059 0.02841 -0.57
```

No. 8
Entry from the Open Molecules 2025 dataset: one molecule with the formula C2H4N4O at a distorted geometry (ωB97M-V/def2-TZVPD).

For the relative energy (zero: lowest compared OMol25 entry of this formula, charge and spin), the calculation gives 118.9 kcal per mole. The calculation puts the gap between HOMO and LUMO at 10.2 eV. The calculation puts the HOMO energy at -0.3617 Ha. Its total charge is 0. The structure (SMILES) is CNc1nnon1. The spin multiplicity is 1.

XYZ file:
```
11
Properties=species:S:1:pos:R:3:mulliken_charge:R:1
C -2.05123 0.21891 -1.01315 0.44
C 0.38141 0.15079 -0.24388 -0.72
N -3.33358 0.46480 -1.10406 -0.23
N -1.60756 -0.14050 -2.18475 -0.19
N -3.74478 0.33603 -2.24177 -0.14
N -0.91508 0.53066 0.21464 -0.30
O -2.64685 0.01307 -2.99391 -0.03
H 0.87391 -0.09720 0.63975 0.41
H 0.34373 -0.67023 -1.11950 0.25
H 0.82318 0.99369 -0.75336 0.22
H -1.35264 0.15736 1.04723 0.29
```

No. 9
Entry from the Open Molecules 2025 dataset: one molecule with the formula C2H4N4O at a distorted geometry (ωB97M-V/def2-TZVPD).

For the relative energy (zero: lowest compared OMol25 entry of this formula, charge and spin), the calculation gives 47.4 kcal per mole. The calculation puts the gap between HOMO and LUMO at 9.6 eV. The calculation puts the HOMO energy at -0.3307 Ha. Its total charge is 0. The structure (SMILES) is [H]/N=c1\nc(N)o[nH]1. The spin multiplicity is 1.

XYZ file:
```
11
Properties=species:S:1:pos:R:3:mulliken_charge:R:1
C -0.30478 0.77799 0.03440 0.65
C 0.69165 -1.04433 -0.44675 0.47
H -1.72735 1.95206 0.82980 0.23
H -0.53781 2.95445 -0.11323 0.27
H 2.49436 -1.56004 -1.02446 0.27
H -0.43438 -1.93900 0.99720 0.29
N -0.86502 1.97793 0.27113 -0.43
N 0.68156 0.36504 -0.63833 -0.58
N 1.59202 -1.90291 -0.59565 -0.66
N -0.53130 -1.39188 0.12251 -0.22
O -1.05894 -0.18932 0.56337 -0.29
```

No. 10
Entry from the Open Molecules 2025 dataset: a 2-piece molecular cluster, C2H4N4O overall at a distorted geometry (ωB97M-V/def2-TZVPD).

For the relative energy (zero: lowest compared OMol25 entry of this formula, charge and spin), the calculation gives 197.4 kcal per mole. The calculation puts the gap between HOMO and LUMO (alpha / beta) at 8.4 / 6.9 eV. The calculation puts the HOMO energy (alpha / beta) at -0.3011 / -0.2604 Ha. Its total charge is 0. The spin multiplicity is 1.

XYZ file:
```
11
Properties=species:S:1:pos:R:3:mulliken_charge:R:1
C -0.42625 0.71700 2.91425 -0.15
C 1.01697 1.27467 -0.25757 0.18
N 1.55445 0.92416 0.80290 0.44
N 2.06572 0.98249 1.84879 -0.66
N 0.49568 -0.72545 -1.43742 -0.59
N 0.33699 0.70432 -1.19209 0.01
O 0.65224 1.20024 3.19972 -0.24
H -0.97137 0.35951 3.70801 0.27
H -0.38619 -1.05029 -1.91656 0.26
H 0.49200 -1.08271 -0.40756 0.26
H -0.22255 1.23710 -1.82468 0.22
```